Entry a
6
Properties=species:S:1:pos:R:3:lowdin_charge:R:1 method="wB97M-V/def2-TZVPD" lumo_ha="-0.0122 / 0.0068" orbital_gap_ev="7.8 / 10.0"
C 0.047 0.345 -0.005 -0.7595
O -0.956 -0.090 0.769 -0.0857
Br 1.787 0.103 0.733 0.6294
H 0.272 -0.714 -2.071 0.0888
H -0.382 1.224 -0.629 0.0865
H -0.768 -0.868 1.202 0.0406

=====

Entry b
6
Properties=species:S:1:pos:R:3:lowdin_charge:R:1 method="wB97M-V/def2-TZVPD" lumo_ha="0.0036 / 0.0036" orbital_gap_ev="9.2 / 9.2"
O -0.153 -0.897 0.788 -0.1444
H 0.027 -0.818 1.700 0.0775
H -0.929 -0.549 -0.978 0.0643
Br -1.737 1.289 0.697 0.6682
C -0.576 0.029 -0.076 -0.8184
H 1.009 0.716 -0.829 0.1528

=====

entry b ends up most stable, edging out the next structure by 0.0369 hartree.

=====

Entry a
19
Properties=species:S:1:pos:R:3:lowdin_charge:R:1 method="wB97M-V/def2-TZVPD" lumo_ha=0.0370 smiles=c1ccc(-c2ccco2)cc1 orbital_gap_ev=9.8
C 1.193 -1.128 0.389 -0.0686
C -1.906 0.689 0.951 0.0489
C -3.228 0.410 0.378 -0.0248
H -4.066 0.581 0.883 0.0635
H -3.673 -1.020 -1.296 0.1366
C 3.237 -0.027 -0.034 -0.0746
C -3.030 -0.399 -0.648 -0.0972
C 0.429 0.024 0.086 -0.0653
C 1.202 1.168 -0.272 -0.0642
H 3.110 -1.967 0.363 0.0595
C 2.562 1.139 -0.385 -0.1236
O -1.697 -0.687 -0.767 0.0944
H -1.702 1.311 1.570 0.0178
H 4.349 -0.029 -0.121 0.1099
H 3.115 2.202 -0.722 0.1646
C -1.137 0.052 0.089 -0.3232
C 2.503 -1.186 0.360 -0.1038
H 0.679 -2.140 0.577 0.1485
H 0.809 2.105 -0.616 0.1015

=====

Entry b
19
Properties=species:S:1:pos:R:3:lowdin_charge:R:1 method="wB97M-V/def2-TZVPD" lumo_ha=-0.0206 smiles="O=C1C/C1=C/c1ccccc1" orbital_gap_ev=8.3
C 0.442 -0.246 -0.427 -0.2123
H 2.121 0.744 -3.204 0.1025
C 0.798 1.981 -2.053 -0.0847
H -0.577 2.960 -0.745 0.1063
C 1.463 0.803 -2.348 -0.0855
H 1.804 -1.222 -1.760 0.1086
H 0.909 -2.269 0.267 0.1231
C 1.284 -0.302 -1.539 -0.0406
O -2.251 0.434 2.154 0.1115
C 0.299 -1.392 0.446 0.0408
C -0.250 0.939 -0.143 -0.0015
C -0.057 2.038 -0.963 -0.0652
H -1.946 -2.707 2.539 0.1039
C -0.565 -1.325 1.453 -0.1432
C -1.254 -1.883 2.653 0.0059
H -0.699 -1.921 3.584 0.1065
H 0.945 2.858 -2.665 0.1010
H -0.910 1.050 0.690 0.0829
C -1.557 -0.539 2.062 -0.3602

=====

entry b ends up most stable, edging out the next structure by 0.0303 hartree.

=====

Entry a
11
Properties=species:S:1:pos:R:3:lowdin_charge:R:1 method="wB97M-V/def2-TZVPD" lumo_ha=0.0405 smiles="C#CC(=C)C" orbital_gap_ev=10.3
C -0.170 0.200 -0.016 -0.3997
H -0.202 2.322 0.024 0.0723
C -0.938 -1.096 -0.003 -0.0697
H -0.747 -1.638 0.938 0.0874
H -0.597 -1.752 -0.823 0.0863
H -2.012 -0.905 -0.114 0.0761
H -1.852 1.477 -0.004 0.0636
H 3.539 -0.096 0.031 0.0247
C 1.273 0.106 -0.014 -0.1176
C 2.476 -0.009 -0.011 0.1237
C -0.770 1.391 -0.008 0.0529

=====

Entry b
11
Properties=species:S:1:pos:R:3:lowdin_charge:R:1 method="wB97M-V/def2-TZVPD" lumo_ha="-0.0189 / -0.0132" orbital_gap_ev="8.3 / 8.8"
C 0.469 0.944 0.829 -0.2089
H -2.805 0.269 -0.181 0.0285
H 0.345 -1.434 -0.996 0.0485
H -1.407 -0.528 -0.971 0.0784
C -1.790 0.100 -0.111 -0.0562
H 0.522 1.787 0.214 0.0694
H 0.889 1.104 1.819 0.0863
C 1.302 -1.121 -0.549 -0.0563
C 1.497 -0.144 0.266 0.0118
C -1.053 0.758 0.654 -0.0279
H 2.031 -1.734 -0.974 0.0265

=====

entry a ends up most stable, edging out the next structure by 0.1533 hartree.

=====

Entry a
11
Properties=species:S:1:pos:R:3:lowdin_charge:R:1 method="wB97M-V/def2-TZVPD" lumo_ha=0.0488 smiles="C1=C[C@H]2C[C@@H]12" orbital_gap_ev=10.2
H -0.337 1.657 0.409 0.0922
H 0.868 -0.329 -1.768 0.1587
C -0.798 -0.926 0.673 0.0042
H 1.681 -0.744 0.879 0.1025
C 0.345 0.002 -0.793 -0.3023
C -1.040 -0.523 -0.600 -0.0734
C 0.738 -0.330 0.625 -0.1326
H -1.904 -0.399 -1.127 0.0632
C 0.554 1.129 0.155 -0.0780
H -1.583 -1.242 1.325 0.0687
H 1.475 1.704 0.221 0.0967

=====

Entry b
11
Properties=species:S:1:pos:R:3:lowdin_charge:R:1 method="wB97M-V/def2-TZVPD" lumo_ha=0.0348 smiles="C#CC(=C)C" orbital_gap_ev=9.9
H -1.494 0.606 1.460 0.0578
H 1.031 2.341 -2.606 0.0714
C 0.868 1.687 -1.658 0.0940
C -1.307 -0.202 0.769 -0.0744
H -1.473 -1.265 1.207 0.1042
C 0.116 -0.098 0.181 -0.3838
H 0.887 -1.871 1.126 0.0525
H 2.021 -1.031 -0.134 0.0909
H -2.140 0.014 0.039 0.0864
C 1.018 -1.090 0.398 0.0445
C 0.473 0.910 -0.783 -0.1434

=====

Entry c
11
Properties=species:S:1:pos:R:3:lowdin_charge:R:1 method="wB97M-V/def2-TZVPD" lumo_ha=0.0120 smiles="C#CC(=C)C" orbital_gap_ev=9.3
C -0.108 0.235 0.163 -0.4449
H -1.281 -1.600 1.007 0.1176
H 3.471 -0.468 -0.030 -0.0184
C -1.065 -1.018 -0.054 -0.0892
H -0.688 -1.624 -0.863 0.0474
C -0.543 1.465 -0.057 0.0248
H -2.194 -0.793 -0.343 0.0945
C 1.251 -0.147 0.201 -0.0866
C 2.538 -0.038 -0.086 0.1557
H 0.309 2.141 -0.119 0.0609
H -1.689 1.847 0.181 0.1381

=====

entry b ends up most stable, edging out the next structure by 0.0270 hartree.

=====

Entry a
22
Properties=species:S:1:pos:R:3:lowdin_charge:R:1 method="wB97M-V/def2-TZVPD" lumo_ha="-0.2653 / -0.4533" charge=+2 orbital_gap_ev="12.8 / 7.8" multiplicity=2
H -3.052 -0.044 -1.168 0.0995
H 0.013 0.718 -1.788 0.1356
H -1.138 0.992 1.468 0.1637
H 0.665 -0.803 -1.565 0.1432
H -2.206 -1.675 -1.504 0.1061
C 0.306 0.041 -0.975 -0.1617
H -2.508 0.746 0.658 0.1662
N -1.502 0.884 0.521 0.2232
H 2.930 0.401 1.458 0.1841
H -1.432 1.748 -0.022 0.1817
C -2.134 -0.602 -1.374 0.0016
C 1.438 0.714 -0.207 -0.1237
H 1.272 0.647 1.975 0.1248
H 2.462 -1.833 0.869 0.1837
H 2.333 0.614 -0.823 0.1308
N 1.741 -1.249 1.315 0.3264
H 1.483 -1.622 2.239 0.1792
H -1.802 -0.132 -2.301 0.0936
H 1.362 1.788 -0.065 0.1278
C -1.016 -0.343 -0.315 -0.2887
H -1.095 -1.161 0.393 0.1421
C 1.879 0.168 1.211 -0.1394

=====

Entry b
22
Properties=species:S:1:pos:R:3:lowdin_charge:R:1 method="wB97M-V/def2-TZVPD" lumo_ha="-0.4589 / -0.4680" charge=+2 orbital_gap_ev="6.6 / 6.3" multiplicity=2
H 2.021 3.062 3.430 0.0436
H -0.473 0.018 -0.139 0.0099
H 0.792 -0.152 3.056 0.1176
H 0.659 -0.405 -2.661 0.1588
C 1.315 2.557 2.781 -0.0206
H 0.368 2.411 3.293 0.0292
H 0.283 -1.525 -3.915 0.1826
H -2.462 -0.071 -2.340 0.1501
N -1.122 0.482 -0.848 0.0898
H -0.442 -2.167 -1.556 0.1693
C -0.994 -1.570 -2.325 -0.1356
H -2.589 -1.034 -0.907 0.1395
H -1.632 -2.280 -2.851 0.1522
H 2.278 -1.037 2.195 0.1716
H 1.642 1.536 2.489 -0.0295
H -1.786 0.936 -0.215 0.1237
H 1.116 3.113 1.873 0.0299
C -1.865 -0.566 -1.563 -0.2090
H 1.131 -1.021 0.146 0.1161
C 0.592 -0.773 1.071 0.2521
C 1.242 -0.652 2.199 0.0977
N -0.072 -0.862 -3.212 0.3611

=====

entry a ends up most stable, edging out the next structure by 0.2505 hartree.

=====

Entry a
8
Properties=species:S:1:pos:R:3:lowdin_charge:R:1 method="wB97M-V/def2-TZVPD" lumo_ha="0.1468 / 0.1457" charge=-1 orbital_gap_ev="6.6 / 7.0"
H 0.261 1.118 1.192 0.0552
H 1.205 -2.142 -0.338 -0.1603
C -0.063 0.742 0.106 -0.3321
H -1.044 0.021 0.176 0.0988
H -0.280 1.598 -0.584 0.0456
S 2.495 0.127 0.140 0.3428
N 1.031 0.006 -0.489 -0.6963
O 0.309 -2.077 -0.115 -0.3537

=====

Entry b
8
Properties=species:S:1:pos:R:3:lowdin_charge:R:1 method="wB97M-V/def2-TZVPD" lumo_ha="0.0605 / 0.0441" charge=-1 orbital_gap_ev="3.9 / 3.4"
H 1.596 -0.413 1.349 -0.0534
S -3.689 4.312 -1.368 -0.4098
C 1.470 -0.841 0.421 0.0159
H -2.731 4.938 -1.933 -0.5900
N 0.242 -2.861 1.401 0.0688
H 2.460 -1.183 0.066 -0.0163
O -0.301 -3.527 0.574 -0.0487
H 0.953 -0.426 -0.508 0.0336

=====

entry a ends up most stable, edging out the next structure by 0.0579 hartree.